Version 1
Computed, not measured: a cluster of 2 separate species, C20H27NO4 in total, with the ωB97M-V functional and the def2-TZVPD basis.

LUMO level: 0.549 eV
Kohn-Sham gap: 9.06 eV
Molar mass: 345.4 g mol⁻¹
HOMO: -8.509 eV

The geometry in ORCA input format:
```
! RIJCOSX wB97M-V def2-TZVPD def2/J DEFGRID3
* xyz 0 1
O 0.96 -0.90 -1.91
O 2.84 3.11 -0.76
O -1.61 -3.41 0.84
O -0.80 -0.31 -0.16
N -2.90 -1.88 0.52
C 1.77 -0.86 1.13
C 2.76 -1.56 0.38
C -3.37 -0.74 0.47
C 2.33 3.42 0.36
C -4.16 2.05 0.41
C 0.54 -1.77 1.11
C -0.99 -1.70 -2.80
C -4.29 0.00 -0.50
C -0.70 -1.40 0.77
C -4.81 1.12 -0.42
C 1.36 0.27 0.45
C 0.86 2.92 0.60
C 0.33 0.02 -0.74
C 0.92 1.49 1.13
C 4.18 -1.24 0.71
C -3.26 1.81 1.24
C -1.81 -2.36 0.96
C 0.37 -0.84 -2.98
C 3.88 -2.66 1.22
C -2.91 0.35 1.25
H 2.23 4.64 0.29
H 0.05 1.14 -1.36
H 0.27 2.92 -0.33
H -1.57 -1.80 -3.83
H -2.90 2.29 1.97
H 2.21 3.15 -1.64
H -5.42 1.66 -1.23
H -4.71 -0.89 -1.32
H 2.65 -2.13 -0.65
H -3.71 -2.58 0.70
H 0.66 -2.60 1.82
H 2.45 0.87 -0.30
H 3.83 -2.70 2.12
H -0.77 -2.61 -2.48
H 0.38 3.51 1.56
H -1.78 -1.17 -2.33
H 0.11 0.26 -3.36
H -2.15 0.09 2.15
H 3.01 3.07 1.07
H 4.93 -1.51 -0.35
H -0.10 1.15 1.66
H 4.45 -0.53 1.17
H 2.33 -0.80 2.05
H 0.98 -1.31 -3.69
H 4.00 -3.46 0.55
H 1.63 1.31 2.19
H -4.54 3.06 0.29
*
```

Version 2
Computed, not measured: the molecule C20H27NO4, with the ωB97M-V functional and the def2-TZVPD basis.

LUMO level: 0.823 eV
SMILES: COc1ccc(CCNC[C@H](O)COc2cccc(C)c2)cc1OC
Kohn-Sham gap: 8.54 eV
Molar mass: 345.4 g mol⁻¹
HOMO: -7.722 eV

The geometry in ORCA input format:
```
! RIJCOSX wB97M-V def2-TZVPD def2/J DEFGRID3
* xyz 0 1
O 2.27 1.81 1.08
O -2.49 -2.85 -2.52
O 0.90 1.85 -1.11
O -0.04 -1.62 -1.34
N -3.73 0.00 -0.60
C -3.38 1.46 1.34
C 0.92 1.68 1.23
C 0.17 1.72 0.03
C 3.43 -1.06 -0.48
C 3.06 1.85 2.24
C 1.06 -1.50 -0.54
C -1.21 1.64 0.08
C 3.42 -1.26 0.89
C -1.14 1.45 2.46
C -3.92 0.11 0.83
C 1.05 -1.69 0.84
C -1.88 1.52 1.30
C -3.75 -1.33 -1.18
C 2.25 -1.19 -1.19
C 4.69 -0.65 -1.19
C -2.38 -1.65 -1.80
C 0.24 1.73 -2.34
C 0.25 1.54 2.43
C 2.24 -1.58 1.54
C -1.31 -1.73 -0.71
H 4.72 -1.06 -2.20
H -2.11 -0.82 -2.48
H 0.15 -1.92 1.37
H 4.08 1.97 1.90
H -0.48 2.54 -2.49
H -3.73 1.60 2.36
H 2.79 2.70 2.88
H 2.23 -1.04 -2.25
H 5.57 -1.00 -0.64
H -3.97 -2.09 -0.42
H -3.38 -0.70 1.32
H -3.80 2.25 0.72
H -1.63 1.34 3.42
H 2.24 -1.73 2.61
H -4.36 0.62 -1.09
H 1.02 1.80 -3.10
H -4.50 -1.43 -1.97
H -1.80 1.67 -0.82
H -4.99 0.02 1.12
H 4.73 0.43 -1.25
H -1.40 -2.69 -0.19
H 2.98 0.92 2.82
H -1.60 -3.09 -2.82
H 0.80 1.49 3.36
H -0.26 0.76 -2.43
H 4.34 -1.17 1.46
H -1.44 -0.90 -0.01
*
```

Which one is most stable, and which one is least stable? version 2 is the most stable of them, while version 1 is the least stable.

Version 1
Computed, not measured: a structure of composition C2H8N4O2Sn, with the ωB97M-V functional and the def2-TZVPD basis.

LUMO level: -8.998 eV
Kohn-Sham gap: 9.12 eV
Molar mass: 238.8 g mol⁻¹
HOMO: -18.118 eV

The geometry in ORCA input format:
```
! RIJCOSX wB97M-V def2-TZVPD def2/J DEFGRID3
* xyz 2 1
Sn 1.01 -0.71 -1.25
O 1.84 0.80 -0.48
O -0.76 -0.87 -1.70
N -2.53 -0.64 -0.31
N -2.21 -2.55 -1.40
N 1.75 2.67 0.83
N 2.44 0.86 1.72
C -1.73 -1.31 -1.12
C 1.93 1.36 0.60
H -3.08 -1.23 0.31
H 2.25 1.39 2.57
H 2.02 2.87 1.79
H -2.57 0.36 -0.36
H 2.31 -0.13 1.83
H -3.08 -2.97 -1.09
H 1.99 3.21 0.01
H -1.58 -3.12 -1.96
*
```

Version 2
Computed, not measured: a structure of composition C2H8N4O2Sn, with the ωB97M-V functional and the def2-TZVPD basis.

LUMO level: -11.033 eV
Kohn-Sham gap: 5.84 eV
Molar mass: 238.8 g mol⁻¹
HOMO: -16.874 eV

The geometry in ORCA input format:
```
! RIJCOSX wB97M-V def2-TZVPD def2/J DEFGRID3
* xyz 2 1
Sn 27.66 7.67 3.44
O 27.07 9.68 1.50
O 28.58 5.02 4.13
N 25.99 11.54 2.25
N 25.61 10.75 0.16
N 27.53 4.19 5.98
N 29.49 3.32 5.37
C 26.30 10.66 1.30
C 28.59 4.27 5.14
H 25.55 12.41 1.98
H 26.31 11.35 3.18
H 24.92 11.45 -0.04
H 25.77 10.07 -0.57
H 26.90 4.97 5.87
H 29.57 2.79 6.22
H 30.21 3.17 4.68
H 27.54 3.55 6.76
*
```

Version 3
Computed, not measured: a structure of composition C2H8N4O2Sn, with the ωB97M-V functional and the def2-TZVPD basis.

LUMO level: -11.033 eV
Kohn-Sham gap: 5.77 eV
Molar mass: 238.8 g mol⁻¹
HOMO: -16.806 eV

The geometry in ORCA input format:
```
! RIJCOSX wB97M-V def2-TZVPD def2/J DEFGRID3
* xyz 2 1
Sn -11.94 -7.03 19.54
O -12.99 -9.31 20.88
O -12.13 -6.50 22.32
N -12.53 -4.79 23.74
N -14.13 -10.07 22.75
N -14.78 -10.66 20.65
N -11.48 -6.67 24.49
C -13.89 -10.00 21.43
C -12.09 -6.04 23.50
H -13.06 -4.33 23.02
H -10.98 -7.54 24.34
H -14.59 -10.50 19.68
H -14.90 -10.71 22.90
H -13.31 -10.00 23.32
H -12.08 -4.14 24.38
H -15.53 -11.24 20.97
H -11.31 -6.32 25.42
*
```

Which one is most stable, and which one is least stable? version 2 is the most stable of them, while version 1 is the least stable.

Version 1
Computed, not measured: the molecule C3H3NS2, with the ωB97M-V functional and the def2-TZVPD basis.

LUMO level: -0.329 eV
SMILES: C#CC(=S)NS
Kohn-Sham gap: 8.49 eV
Molar mass: 117.2 g mol⁻¹
HOMO: -8.815 eV

The geometry in ORCA input format:
```
! RIJCOSX wB97M-V def2-TZVPD def2/J DEFGRID3
* xyz 0 1
S -1.63 -1.32 0.52
S 0.77 1.95 -0.70
N -1.04 0.24 0.11
C 0.28 0.51 -0.10
C 1.19 -0.62 0.14
C 2.10 -1.43 0.05
H 2.91 -2.11 -0.10
H -1.78 0.88 -0.07
H -1.53 -1.21 1.86
*
```

Version 2
Computed, not measured: a cluster of 2 separate species, C3H3NS2 in total, with the ωB97M-V functional and the def2-TZVPD basis.

LUMO level: -0.085 eV
Kohn-Sham gap: 8.65 eV
Molar mass: 117.2 g mol⁻¹
HOMO: -8.737 eV

The geometry in ORCA input format:
```
! RIJCOSX wB97M-V def2-TZVPD def2/J DEFGRID3
* xyz 0 1
S 2.26 3.48 1.21
S 4.01 0.95 0.82
N -0.49 -1.33 1.39
C -0.20 -0.48 0.57
C -0.01 0.21 -0.52
C 3.11 2.21 1.11
H -0.21 -1.53 2.37
H -0.79 0.84 -0.71
H 0.63 0.03 -1.27
*
```

Which one is most stable, and which one is least stable? version 2 is the most stable of them, while version 1 is the least stable.

Version 1
Computed, not measured: a cluster of 2 separate species, C2H6N4 in total, with the ωB97M-V functional and the def2-TZVPD basis.

LUMO level (alpha / beta): 0.845 / 0.845 eV
Kohn-Sham gap (alpha / beta): 8.35 / 8.34 eV
Molar mass: 86.1 g mol⁻¹
HOMO (alpha / beta): -7.500 / -7.499 eV

The geometry in ORCA input format:
```
! RIJCOSX wB97M-V def2-TZVPD def2/J DEFGRID3
* xyz 0 1
N 1.64 0.24 -0.15
N -1.25 0.72 0.60
N -2.02 0.70 -0.63
N -1.92 -0.40 -0.02
C 2.42 1.24 0.05
C -2.07 -1.62 0.09
H 2.04 -0.49 -0.72
H -0.18 0.74 0.52
H 1.91 2.12 0.31
H -2.71 -2.12 -0.49
H -1.37 -2.23 0.64
H 3.51 1.11 -0.20
*
```

Version 2
Computed, not measured: the molecule C2H6N4, with the ωB97M-V functional and the def2-TZVPD basis.

LUMO level: 1.155 eV
SMILES: NN1C=CNN1
Kohn-Sham gap: 9.68 eV
Molar mass: 86.1 g mol⁻¹
HOMO: -8.523 eV

The geometry in ORCA input format:
```
! RIJCOSX wB97M-V def2-TZVPD def2/J DEFGRID3
* xyz 0 1
N -0.45 -0.79 1.30
N 0.79 -0.59 0.69
N 1.09 -0.11 -1.58
N 0.71 0.41 -0.34
C -1.35 0.40 0.64
C -0.63 1.06 -0.23
H 1.95 -0.37 -1.37
H 1.43 -0.24 1.45
H 0.55 -0.89 -1.81
H -2.30 0.69 1.23
H -0.86 1.93 -0.79
H -0.93 -1.49 0.80
*
```

Version 3
Computed, not measured: the molecule C2H6N4, with the ωB97M-V functional and the def2-TZVPD basis.

LUMO level: 0.767 eV
SMILES: [H]/N=C\N(N)/C=N/[H]
Kohn-Sham gap: 10.10 eV
Molar mass: 86.1 g mol⁻¹
HOMO: -9.328 eV

The geometry in ORCA input format:
```
! RIJCOSX wB97M-V def2-TZVPD def2/J DEFGRID3
* xyz 0 1
N -0.01 0.35 0.01
N -2.13 -0.90 0.17
N 2.10 -0.78 0.22
N 0.50 1.63 0.08
C -1.38 0.16 -0.06
C 0.85 -0.75 -0.22
H -1.93 1.08 -0.39
H 2.47 -1.75 -0.16
H 0.57 2.00 1.05
H -1.51 -1.74 0.68
H 0.19 2.29 -0.67
H 0.27 -1.60 -0.71
*
```

Which one is most stable, and which one is least stable? version 3 is the most stable of them, while version 1 is the least stable.

Version 1
Computed, not measured: the molecule C5H7N3, with the ωB97M-V functional and the def2-TZVPD basis.

LUMO level: 0.694 eV
SMILES: [H]/N=C(N)/C(C#C)=C/N
Kohn-Sham gap: 9.09 eV
Molar mass: 109.1 g mol⁻¹
HOMO: -8.399 eV

The geometry in ORCA input format:
```
! RIJCOSX wB97M-V def2-TZVPD def2/J DEFGRID3
* xyz 0 1
N 0.34 2.28 -0.46
N 0.53 -1.13 1.99
N -1.15 0.87 -1.82
C -0.62 -1.48 -0.54
C -1.05 -2.59 -0.63
C -0.22 1.11 -1.01
C 0.53 -0.04 0.99
C 0.00 -0.19 -0.24
H 0.51 3.15 -1.12
H 0.27 -1.99 1.46
H -1.63 1.88 -2.14
H -1.52 -3.73 -0.32
H 1.27 2.14 0.07
H 1.03 0.90 1.32
H 1.70 -1.18 2.47
*
```

Version 2
Computed, not measured: the molecule C5H7N3, with the ωB97M-V functional and the def2-TZVPD basis.

LUMO level: 0.612 eV
SMILES: C=Nc1cnc(C)[nH]1
Kohn-Sham gap: 8.67 eV
Molar mass: 109.1 g mol⁻¹
HOMO: -8.059 eV

The geometry in ORCA input format:
```
! RIJCOSX wB97M-V def2-TZVPD def2/J DEFGRID3
* xyz 0 1
N 0.78 0.67 -2.06
N -1.72 0.62 0.44
N 0.22 -0.40 0.10
C 1.86 0.05 -2.32
C -0.77 -0.61 2.37
C 0.02 0.51 -0.96
C -1.25 1.03 -0.75
C -0.73 -0.06 0.99
H -1.05 0.19 3.08
H -1.54 -1.39 2.44
H 2.38 -0.63 -1.64
H 0.19 -1.05 2.64
H -1.80 1.70 -1.38
H 1.09 -0.86 0.32
H 2.33 0.24 -3.27
*
```

Version 3
Computed, not measured: the molecule C5H7N3, with the ωB97M-V functional and the def2-TZVPD basis.

LUMO level: 1.150 eV
SMILES: C=CCn1nccn1
Kohn-Sham gap: 10.69 eV
Molar mass: 109.1 g mol⁻¹
HOMO: -9.542 eV

The geometry in ORCA input format:
```
! RIJCOSX wB97M-V def2-TZVPD def2/J DEFGRID3
* xyz 0 1
N -1.71 -0.06 -1.33
N -1.49 0.11 0.83
N -0.93 -0.28 -0.31
C 0.43 -0.83 -0.42
C -2.77 0.57 -0.91
C 2.61 -0.22 0.46
C -2.62 0.67 0.56
C 1.40 -0.51 0.78
H 0.81 -0.38 -1.26
H 2.91 -0.17 -0.58
H 0.54 -1.91 -0.52
H -3.43 0.93 1.27
H -3.64 0.76 -1.38
H 3.29 0.11 1.30
H 1.03 -0.57 1.81
*
```

Which one is most stable, and which one is least stable? version 2 is the most stable of them, while version 1 is the least stable.

Version 1
Computed, not measured: a structure of composition C5H7N3, with the ωB97M-V functional and the def2-TZVPD basis.

LUMO level: 0.771 eV
Kohn-Sham gap: 9.78 eV
Molar mass: 109.1 g mol⁻¹
HOMO: -9.013 eV

The geometry in ORCA input format:
```
! RIJCOSX wB97M-V def2-TZVPD def2/J DEFGRID3
* xyz 0 1
N 0.44 0.72 -0.03
N 2.17 -0.48 -0.22
N 1.62 0.82 -0.28
C -0.03 -0.35 0.36
C 1.14 -1.22 0.28
C -1.37 -0.04 0.53
C -0.87 1.40 0.06
C -2.23 -0.73 -0.45
H -2.39 -1.83 -0.39
H -3.12 -0.40 -0.68
H -1.71 -0.87 -1.41
H -1.05 1.72 -1.01
H -0.83 2.14 0.80
H 1.33 -2.23 0.12
H -1.70 -0.30 1.59
*
```

Version 2
Computed, not measured: the molecule C5H7N3, with the ωB97M-V functional and the def2-TZVPD basis.

LUMO level: 0.969 eV
SMILES: C=C=N[C@@H]1C=NNC1
Kohn-Sham gap: 9.65 eV
Molar mass: 109.1 g mol⁻¹
HOMO: -8.679 eV

The geometry in ORCA input format:
```
! RIJCOSX wB97M-V def2-TZVPD def2/J DEFGRID3
* xyz 0 1
N -0.88 -1.41 -0.11
N 0.51 1.07 0.86
N 0.68 0.98 -0.47
C 0.54 -1.11 0.27
C 1.21 -0.40 -0.86
C -2.01 0.76 -0.08
C 0.44 -0.07 1.34
C -1.56 -0.42 -0.12
H -1.76 1.46 -0.81
H 1.36 1.59 -0.83
H 2.35 -0.43 -0.86
H 0.84 -0.65 -1.87
H -2.80 0.92 0.59
H 1.03 -2.03 0.64
H 0.05 -0.28 2.31
*
```

Which one is most stable, and which one is least stable? version 2 is the most stable of them, while version 1 is the least stable.

Version 1
Computed, not measured: a cluster of 3 separate species, C4H10O4 in total, with the ωB97M-V functional and the def2-TZVPD basis.

LUMO level: 0.653 eV
SMILES: O=CCCC=O.O.O
Kohn-Sham gap: 10.81 eV
Molar mass: 122.1 g mol⁻¹
HOMO: -10.154 eV

The geometry in ORCA input format:
```
! RIJCOSX wB97M-V def2-TZVPD def2/J DEFGRID3
* xyz 0 1
O -1.94 1.10 -3.74
O 1.24 -1.93 2.60
O 0.57 0.08 -2.32
O -1.16 -0.16 2.49
C 1.22 -0.25 -1.37
C 0.92 0.19 0.05
C -0.87 0.70 1.69
C -0.55 0.48 0.24
H -0.80 1.77 1.98
H -0.82 1.34 -0.36
H -2.41 0.28 -3.57
H 2.04 -0.99 -1.40
H -1.15 -0.33 -0.18
H 0.33 -2.13 2.86
H 1.46 1.10 0.32
H 1.68 -1.64 3.40
H 1.31 -0.58 0.71
H -1.05 0.99 -3.38
*
```

Version 2
Computed, not measured: a structure of composition C4H10O4, with the ωB97M-V functional and the def2-TZVPD basis.

LUMO level: 0.829 eV
Kohn-Sham gap: 10.43 eV
Molar mass: 122.1 g mol⁻¹
HOMO: -9.597 eV

The geometry in ORCA input format:
```
! RIJCOSX wB97M-V def2-TZVPD def2/J DEFGRID3
* xyz 0 1
O -0.48 -0.69 -0.65
O -1.59 1.06 2.04
O 0.32 0.79 0.89
O -1.34 2.95 0.80
C 1.67 -1.12 0.44
C 0.70 -0.08 -0.11
C -1.54 1.65 0.90
C -0.32 -1.35 -1.89
H -1.97 1.22 0.00
H 2.03 -1.78 -0.35
H -1.31 -1.62 -2.24
H 1.18 0.50 -0.92
H 0.16 -0.70 -2.63
H 1.17 -1.71 1.20
H -0.57 0.50 1.79
H 2.53 -0.62 0.88
H -0.94 3.25 1.63
H 0.28 -2.26 -1.79
*
```

Which one is most stable, and which one is least stable? version 1 is the most stable of them, while version 2 is the least stable.

Version 1
Computed, not measured: a cluster of 2 separate species, C3H10NO2 in total, with the ωB97M-V functional and the def2-TZVPD basis.

LUMO level: -7.389 eV
Kohn-Sham gap: 7.22 eV
Molar mass: 92.1 g mol⁻¹
HOMO: -14.610 eV

The geometry in ORCA input format:
```
! RIJCOSX wB97M-V def2-TZVPD def2/J DEFGRID3
* xyz 1 1
O -0.34 3.19 0.69
O 0.69 1.10 -1.11
N -0.24 -2.39 1.53
C 0.24 -1.73 0.42
C -0.53 -0.82 -0.36
C 0.15 -0.16 -1.52
H 0.69 1.14 -0.14
H -0.76 3.49 1.51
H 0.74 -2.37 -0.35
H 1.17 -1.19 0.67
H 0.43 -2.75 2.18
H 0.91 -0.78 -1.98
H -1.59 -1.03 -0.52
H -0.61 0.08 -2.27
H -1.21 -2.53 1.75
H 0.40 3.79 0.56
*
```

Version 2
Computed, not measured: a cluster of 3 separate species, C3H10NO2 in total, with the ωB97M-V functional and the def2-TZVPD basis.

LUMO level: -4.936 eV
Kohn-Sham gap: 9.70 eV
Molar mass: 92.1 g mol⁻¹
HOMO: -14.634 eV

The geometry in ORCA input format:
```
! RIJCOSX wB97M-V def2-TZVPD def2/J DEFGRID3
* xyz 1 1
O 1.43 1.83 -1.21
O 0.68 -1.72 -1.52
N 0.03 0.32 0.68
C -1.22 -0.05 0.06
C 0.45 0.02 1.85
C -2.31 -0.29 0.77
H -0.27 -0.33 2.56
H -2.34 -0.35 1.84
H 1.50 0.23 1.98
H 2.32 1.83 -1.57
H 0.49 -2.33 -2.25
H 1.18 2.73 -0.99
H 0.74 0.64 -0.02
H -1.13 -0.08 -1.00
H 1.62 -1.89 -1.35
H -3.17 -0.57 0.18
*
```

Which one is most stable, and which one is least stable? version 2 is the most stable of them, while version 1 is the least stable.